{"formula": "C3H9NO2", "method": "the ωB97M-V functional and the def2-TZVPD basis", "charge": 1, "gap_ev": [10.70, 3.73], "energy_ha": -324.55642, "relative_energy_ev": 1.881, "spin_multiplicity": 2, "species": ["H", "H", "O", "C", "H", "N", "H", "H", "C", "C", "H", "H", "H", "H", "O"], "positions_angstrom": [[0.025, 1.268, -2.410], [0.325, 3.332, -1.256], [-0.384, -3.366, 1.049], [0.581, 1.441, -0.523], [1.302, 3.336, 0.082], [0.663, 2.782, -0.476], [-1.424, -2.123, 2.127], [0.327, -2.033, 2.371], [-0.476, -2.089, 1.607], [-0.376, 0.858, -1.482], [-1.443, 0.909, -1.212], [-0.275, -0.269, -1.403], [0.193, -3.520, 0.287], [-0.191, -1.331, 0.858], [1.152, 0.804, 0.382]], "forces_ev_per_angstrom": [[-0.9930, -0.3688, -0.5326], [-0.3056, -0.3706, -0.0537], [-0.5561, -0.8666, -0.5488], [-0.7882, 2.8212, 2.1147], [0.1475, -0.6920, 0.4376], [0.2981, 0.0439, -1.0051], [-0.2838, 0.9084, -0.2182], [-0.2009, 0.4314, -0.0599], [1.6591, -1.3687, 0.2344], [0.4592, -2.9646, 0.1109], [0.4668, 1.1867, -0.2059], [0.4330, 1.2213, -0.6944], [0.1518, 0.5614, 0.4081], [-0.5940, 0.4829, 0.1847], [0.1060, -1.0260, -0.1715]], "nbo_charge": [0.27, 0.43, -0.62, 0.65, 0.44, -0.72, 0.22, 0.22, -0.24, -0.71, 0.31, 0.27, 0.49, 0.17, -0.18]}